ORCA calculation (ωB97M-V/def2-TZVPD) on a single C28H25N5O4 molecule.

Structure (XYZ):
```
62
Properties=species:S:1:pos:R:3:forces:R:3:lowdin_charge:R:1
C 3.766767 4.876484 -0.077109 0.06 -0.16 0.13 -0.06
H 4.702105 5.427557 -0.029666 0.11 0.10 0.01 0.08
H 3.081183 5.283741 0.662808 -0.05 0.08 0.07 0.08
H 3.332427 4.999923 -1.064826 -0.01 0.05 -0.06 0.07
C 4.022390 3.395535 0.191611 0.09 0.23 -0.32 -0.39
N 2.760341 2.659724 0.189122 0.10 0.19 0.42 0.11
C 1.981283 2.531227 -0.894769 -0.32 -0.10 0.43 -0.46
O 2.107708 3.117873 -1.950498 0.13 0.05 -0.32 0.09
C 0.783124 1.624575 -0.678070 -0.13 0.25 -0.02 -0.15
C -0.366531 2.104546 -0.183088 0.45 0.07 -0.11 0.01
C -1.569809 1.323304 0.052102 -0.45 -0.30 -0.04 -0.13
C -2.867385 1.723961 -0.195034 0.34 -0.16 0.07 0.03
N -3.686426 0.692668 0.125022 0.89 0.39 -0.10 -0.08
N -2.995000 -0.350067 0.577609 0.15 -0.63 0.26 0.16
C -1.716994 -0.005333 0.557251 -0.59 0.68 -0.21 -0.19
C -0.681696 -0.906677 1.043377 0.31 -0.53 0.36 -0.15
C 0.474437 -0.388767 1.616595 0.05 -0.12 0.23 0.05
C 1.505596 -1.240965 1.974572 -1.15 -0.54 -0.45 -0.14
C 1.387625 -2.618737 1.832062 0.14 0.18 0.18 0.00
C 0.210467 -3.135158 1.320906 0.01 0.02 0.07 -0.05
C -0.809963 -2.290929 0.917716 0.01 0.22 0.02 0.00
H -1.718197 -2.688751 0.492730 -0.09 -0.07 -0.07 0.12
H 0.097996 -4.202632 1.212839 0.01 -0.10 -0.03 0.11
H 2.210196 -3.254826 2.118212 0.04 -0.04 0.00 0.12
N 2.732632 -0.668670 2.463477 0.40 0.14 0.16 -0.34
O 3.603348 -1.421937 2.834235 0.22 -0.10 0.08 0.10
O 2.819894 0.544027 2.468333 0.18 0.32 0.14 0.06
H 0.582960 0.672314 1.778505 0.02 -0.01 -0.06 0.13
C -5.082322 0.629800 0.047243 -0.97 -0.20 0.01 -0.18
C -5.733674 -0.454506 0.629714 0.17 0.05 0.01 -0.02
C -7.110273 -0.545109 0.568769 -0.03 0.09 -0.06 -0.08
C -7.847598 0.439715 -0.068815 -0.10 0.01 -0.02 -0.09
C -7.198457 1.515312 -0.650920 -0.06 -0.03 0.04 -0.08
C -5.820053 1.616057 -0.599416 0.25 -0.07 0.06 -0.02
H -5.330876 2.454613 -1.068802 0.06 0.07 -0.05 0.10
H -7.767379 2.283017 -1.153276 -0.03 0.06 -0.04 0.11
H -8.923493 0.368886 -0.113876 -0.09 0.00 -0.01 0.10
H -7.610270 -1.386903 1.023269 -0.03 -0.07 0.04 0.10
H -5.141441 -1.208334 1.122907 -0.01 -0.04 0.03 0.10
H -3.225685 2.659737 -0.569263 -0.13 0.18 -0.08 0.13
H -0.434428 3.160820 0.030225 0.16 0.14 0.00 0.13
N 0.894008 0.309418 -1.119968 -0.32 0.07 -0.42 0.16
C 2.027901 -0.453362 -1.101519 -0.11 0.00 0.05 -0.40
O 3.098495 -0.039649 -0.705769 0.08 -0.05 -0.01 0.10
C 1.822989 -1.868491 -1.518497 0.16 -0.36 -0.13 -0.13
C 2.745808 -2.801084 -1.049741 0.00 0.19 -0.09 -0.03
C 2.600286 -4.142767 -1.344246 0.02 -0.01 0.01 -0.07
C 1.534307 -4.566918 -2.120291 -0.04 -0.03 -0.02 -0.08
C 0.627885 -3.642768 -2.613725 -0.11 -0.09 -0.04 -0.07
C 0.767037 -2.299085 -2.316722 0.11 0.11 0.09 -0.03
H 0.065992 -1.594040 -2.740769 -0.07 0.06 -0.03 0.12
H -0.190818 -3.970181 -3.237356 -0.06 -0.02 -0.05 0.10
H 1.415322 -5.614874 -2.352049 -0.01 -0.09 -0.03 0.10
H 3.318412 -4.857334 -0.971293 0.07 -0.06 0.04 0.11
H 3.574672 -2.448756 -0.454182 0.06 0.05 0.07 0.12
H 0.017860 -0.158497 -1.309162 0.19 0.03 0.04 0.13
H 2.657048 1.981761 0.931868 -0.15 -0.02 -0.20 0.10
C 4.994332 2.799917 -0.824571 -0.09 -0.03 0.19 -0.05
H 5.972987 3.262001 -0.725995 0.13 0.06 0.00 0.08
H 5.084227 1.728648 -0.663344 0.08 -0.09 -0.02 0.07
H 4.620291 2.967468 -1.830724 0.01 0.01 -0.10 0.08
H 4.432189 3.275259 1.199972 -0.08 -0.01 -0.11 0.14
```
Positions in Å, forces in eV/Å.

Properties
Calculated total energy (a.u.): -1656.68558
Energy above the lowest of the compared OMol25 structures with the same formula, charge and spin (kcal/mol): 92.1

ORCA calculation (ωB97M-V/def2-TZVPD) on a molecular structure, C28H26BN5O4Pd.

Structure (XYZ):
```
65
Properties=species:S:1:pos:R:3:forces:R:3:lowdin_charge:R:1
Pd 0.119744 0.360336 0.981234 0.17 0.50 1.03 1.06
C -2.005945 3.077655 -1.807723 -0.29 0.01 -0.29 0.11
C -3.244291 2.480512 -2.063097 0.19 0.17 -0.04 0.03
C -3.539139 1.360287 -1.347470 0.05 -0.23 0.36 0.15
C -2.656630 0.841301 -0.293381 -0.43 0.21 -0.20 -0.31
N -1.438164 1.313298 -0.193232 0.91 -0.08 -0.48 0.08
C -1.044328 2.412009 -0.999540 -0.25 0.05 0.53 -0.18
N -3.232356 -0.036522 0.527424 0.02 -0.16 -0.03 0.18
C -2.605320 -0.554002 1.562904 0.12 -0.15 0.10 -0.24
N -1.292779 -0.516197 1.896224 -0.92 -0.04 0.32 0.02
C -1.093040 -1.250109 3.102017 -0.45 -0.09 -0.28 -0.23
N -0.016812 -1.492058 3.713822 0.34 0.00 0.04 0.21
C 1.170951 -0.826127 3.459088 -0.22 0.11 0.16 -0.30
C 2.355167 -1.348237 3.979413 -0.06 -0.06 0.13 0.02
C 3.501337 -0.592906 3.914781 0.10 0.08 -0.04 -0.01
C 3.446205 0.695646 3.370408 0.07 -0.09 0.17 -0.03
C 2.260324 1.122420 2.838619 -0.31 0.06 0.08 -0.13
N 1.135822 0.367747 2.845851 0.80 -0.35 -0.66 0.02
C -2.412046 -1.764856 3.507409 0.20 0.04 0.06 -0.10
C -2.790236 -2.494176 4.611380 -0.02 -0.10 0.09 0.02
C -4.143447 -2.810467 4.725532 0.03 0.00 0.00 -0.03
C -5.066264 -2.404703 3.764920 0.01 0.01 -0.03 -0.03
C -4.671279 -1.655666 2.659205 -0.08 -0.01 0.00 0.02
C -3.329864 -1.348039 2.561422 -0.11 0.08 -0.15 -0.11
H -1.722216 4.018362 -2.270800 -0.01 -0.05 -0.02 0.17
H -3.944037 2.898807 -2.773791 0.04 0.02 0.01 0.14
H -4.471746 0.825809 -1.490943 0.03 0.00 0.05 0.15
H -0.420787 3.117898 -0.438819 0.20 -0.07 -0.12 0.19
H 2.326405 -2.321741 4.449140 0.00 0.03 -0.01 0.13
H 4.430355 -0.979153 4.313696 -0.01 0.02 0.01 0.13
H 4.305757 1.351281 3.379582 -0.01 -0.03 -0.01 0.12
H 2.158338 2.114193 2.417247 0.02 -0.05 -0.10 0.12
H -2.069915 -2.804687 5.356359 -0.01 0.00 -0.02 0.13
H -4.484135 -3.380943 5.579092 0.00 0.00 -0.01 0.12
H -6.107201 -2.674524 3.881033 0.01 0.01 0.02 0.12
H -5.382994 -1.325828 1.914269 0.02 -0.01 0.01 0.12
C -0.633924 -2.241742 -1.299490 0.11 -0.01 -0.05 -0.06
O 0.388714 -1.600574 -0.542788 0.00 -0.17 -0.14 -0.25
C 1.590681 -1.390750 -1.265099 -0.17 0.13 0.07 -0.17
C 2.560260 -0.739666 -0.315998 0.09 -0.04 0.03 -0.12
O 2.098711 0.576481 0.079832 -0.30 0.18 -0.43 -0.33
C 2.917167 1.659541 -0.383977 0.02 0.00 -0.06 -0.04
H -0.316417 -3.243090 -1.595877 0.00 -0.02 -0.01 0.10
H -0.878512 -1.658948 -2.191417 -0.02 0.00 0.01 0.09
H -1.508363 -2.322586 -0.658027 -0.01 0.01 0.01 0.09
H 1.401444 -0.736143 -2.122799 0.12 -0.16 0.04 0.11
H 2.000061 -2.336386 -1.633948 0.03 -0.04 0.06 0.15
H 3.544357 -0.654388 -0.776216 0.01 0.08 0.02 0.14
H 2.645832 -1.329116 0.597734 0.03 -0.02 0.03 0.14
H 3.926309 1.549628 0.012133 0.01 -0.01 0.03 0.11
H 2.481279 2.583427 -0.013520 -0.02 0.02 -0.01 0.10
H 2.946360 1.680713 -1.475160 0.04 -0.02 0.09 0.09
O 0.964681 2.672658 -2.661659 0.03 -0.12 -0.18 0.22
B -0.067490 1.908736 -2.218018 -0.01 0.23 -0.14 -0.59
O -0.272877 0.752756 -2.897640 0.05 -0.01 -0.16 0.21
C 0.740494 0.769762 -3.873026 -0.27 -0.11 0.04 -0.18
C 1.006306 -0.171275 -4.837589 0.01 -0.02 -0.06 0.03
C 2.081485 0.114398 -5.675917 -0.01 -0.03 0.01 -0.04
C 2.827673 1.282556 -5.538229 0.02 0.05 0.03 -0.04
C 2.542761 2.223312 -4.549984 0.09 0.00 -0.06 0.03
C 1.483626 1.921057 -3.730477 -0.01 0.25 0.14 -0.17
H 0.409392 -1.066531 -4.949508 0.02 0.02 0.01 0.13
H 2.340250 -0.588592 -6.455399 -0.01 0.02 -0.02 0.12
H 3.644908 1.470096 -6.220923 0.00 -0.01 0.01 0.12
H 3.109395 3.138044 -4.440290 -0.01 -0.02 -0.01 0.14
```
Positions in Å, forces in eV/Å.

Properties
Calculated total energy (a.u.): -1809.56839
Net charge: +2
Energy above the lowest of the compared OMol25 structures with the same formula, charge and spin (kcal/mol): 4.1

Number 1: LUMO -0.02369 hartree, strongest force on any atom 1.35 eV/Å. Number 2: LUMO -0.30120 hartree, strongest force on any atom 1.16 eV/Å.